Computed, not measured: a cluster of 2 separate species, C7H10O in total, with ωB97M-V with the def2-TZVPD basis set.

```
18
Properties=species:S:1:pos:R:3:forces:R:3
C -2.26050 0.69504 0.51525 1.06 2.78 2.31
C -0.73102 0.75718 0.41448 1.00 -2.60 -0.26
C -0.07392 0.07937 1.50442 0.35 -0.11 -0.90
C 1.29049 -0.22486 1.42636 -0.96 -0.48 3.56
C 2.05907 0.09300 0.34328 2.14 0.22 -0.81
C 1.57905 0.83678 -0.68666 -3.37 2.54 -1.13
C 0.08631 1.13696 -0.66543 1.28 -0.23 -2.29
H -2.72709 1.04319 -0.37648 -0.39 0.94 -0.54
H -2.76431 -0.27241 0.68614 0.90 0.30 0.59
H -2.33402 1.51481 1.46726 -1.00 -2.37 -2.59
H -0.70206 -0.37634 2.30206 0.64 0.78 -0.41
H 1.81473 -0.59012 2.40256 -1.06 0.10 -2.10
H 3.10279 -0.24085 0.30920 -0.27 0.36 0.23
H 2.20666 1.44118 -1.45505 -1.07 -1.83 1.21
H -0.33372 1.48310 -1.75204 0.75 -0.44 3.10
H -0.22941 -2.20717 -2.54068 -1.18 -0.73 1.10
H -1.70338 -1.79950 -2.25037 1.96 -2.29 0.95
O -1.00337 -2.52959 -1.98786 -0.78 3.04 -2.02
```
Positions in Å, forces in eV/Å.

## Properties
Calculated total energy (eV): -9466.50701
SMILES: Cc1ccccc1.O
Highest occupied orbital energy (eV): -8.92
Frontier orbital gap (eV): 9.634
Energy above the lowest of the compared OMol25 structures with the same formula, charge and spin (kcal per mole): 47.4
LUMO level (eV): 0.71